20
Properties=species:S:1:pos:R:3 method="wB97M-V/def2-TZVPD" total_energy_ha=-497.45201 charge=0 lumo_energy_ev=-4.956 e_homo_ha=-0.298 relative_energy_kcal_mol=172.9
O -0.817 1.823 0.404
C -2.150 1.244 0.555
C -2.282 -0.205 0.626
C -2.325 -1.096 -0.567
O -1.040 -1.603 -0.977
H -2.519 1.784 1.485
H -2.504 -0.620 1.573
H -2.705 1.680 -0.350
H -2.953 -1.976 -0.426
H -2.690 -0.493 -1.463
H -0.391 -1.474 -0.240
H 2.098 1.846 -1.161
H 2.993 0.605 -0.352
O 1.926 1.128 -0.591
H 4.732 0.000 -0.048
H 2.202 -1.405 0.754
O 3.790 -0.211 0.063
H -0.254 1.195 -0.094
H 1.382 -0.340 0.274
O 1.285 -1.195 0.647


42
Properties=species:S:1:pos:R:3 method="wB97M-V/def2-TZVPD" total_energy_ha=-4089.58779 spin_multiplicity=5 charge=-2 lumo_energy_ev="4.163 / 4.160" e_homo_ha="-0.134 / -0.149" relative_energy_kcal_mol=0.0
Cr 0.352 -0.079 0.270
Cl 3.359 -0.078 -1.482
O 4.153 0.046 -0.280
O 3.768 0.824 -2.525
O 3.451 -1.429 -1.963
O 1.984 0.237 -1.155
Cl -1.763 2.563 -1.232
O -2.856 1.719 -1.637
O -2.244 3.688 -0.485
O -0.890 1.783 -0.358
O -1.026 3.014 -2.367
Cl -1.015 0.730 4.125
O -0.838 0.485 2.707
O -0.038 -0.040 4.860
O -0.798 2.120 4.398
O -2.335 0.343 4.496
B 1.374 -1.924 1.144
H 1.490 -0.845 1.509
H 0.597 -2.489 1.799
H 0.933 -1.927 0.084
H 2.382 -2.490 1.100
C -3.351 -2.435 -0.589
N -2.542 -2.101 0.605
O -2.816 -2.620 1.663
O -1.708 -1.239 0.454
H -3.694 -1.521 -1.068
H -4.160 -3.091 -0.300
H -2.602 -2.880 -1.247
C 0.251 -2.700 -3.588
N -0.608 -1.517 -3.240
O -0.539 -1.091 -2.120
O -1.370 -1.151 -4.114
H 0.947 -2.825 -2.758
H 0.858 -2.377 -4.428
H -0.366 -3.576 -3.734
C 1.341 4.064 1.939
N 2.064 2.922 1.312
O 1.421 1.909 1.241
O 3.157 3.096 0.844
H 0.746 3.657 2.749
H 0.813 4.490 1.088
H 2.119 4.738 2.287


26
Properties=species:S:1:pos:R:3 method="wB97M-V/def2-TZVPD" total_energy_ha=-1245.65557 charge=0 lumo_energy_ev=-0.816 e_homo_ha=-0.345
N 2.560 -1.596 -0.514
C 1.772 -0.545 0.282
N 2.234 -0.727 1.743
N 2.079 0.857 -0.194
C 0.189 -0.963 0.254
Si -1.015 0.451 -0.289
F -0.792 0.933 -2.011
C -2.808 -0.352 -0.241
O -2.727 -1.503 -1.197
N -3.190 -2.629 -0.600
O -2.260 -3.183 0.007
O -1.052 1.838 0.789
Si -0.594 3.330 -0.016
H 2.122 -2.541 -0.433
H 2.670 -1.307 -1.516
H 1.874 -1.693 2.004
H 1.704 -0.053 2.373
H 2.228 0.867 -1.244
H 3.028 1.079 0.234
H 0.022 -1.863 -0.513
H -0.175 -1.329 1.319
H -2.954 -0.774 0.856
H -3.655 0.410 -0.505
H -1.467 3.741 -1.107
H 0.784 3.172 -0.511
H -0.579 4.381 1.030


18
Properties=species:S:1:pos:R:3 method="wB97M-V/def2-TZVPD" total_energy_ha=-231.48912 spin_multiplicity=2 charge=0 lumo_energy_ev="1.156 / 0.886" e_homo_ha="-0.115 / -0.387" relative_energy_kcal_mol=0.0
N -2.841 -2.044 0.357
H -3.656 -1.623 0.798
H -3.137 -2.312 -0.581
H -2.662 -2.929 0.833
C 0.698 0.350 0.534
C 0.985 1.030 -0.788
C 2.299 1.790 -0.697
N -0.481 -0.574 0.452
H 1.511 -0.277 0.906
H 0.489 1.026 1.364
H 0.169 1.719 -1.009
H 1.016 0.258 -1.558
H 2.375 2.366 0.230
H 3.186 1.160 -0.594
H 2.426 2.448 -1.553
H -1.347 -0.169 0.064
H -0.256 -1.376 -0.179
H -0.739 -0.999 1.364


19
Properties=species:S:1:pos:R:3 method="wB97M-V/def2-TZVPD" total_energy_ha=-306.62840 charge=+1 lumo_energy_ev=-2.882 e_homo_ha=-0.519 relative_energy_kcal_mol=4.6
C 0.265 1.037 0.891
C -1.128 0.422 0.868
C -1.836 0.625 -0.476
N -1.279 -0.242 -1.522
N 1.092 0.374 -0.157
H 0.173 2.089 0.660
H 0.784 0.885 1.834
H -1.725 0.763 1.691
H -1.006 -0.658 1.038
H -1.653 1.649 -0.812
H -2.914 0.635 -0.286
H -1.571 0.126 -2.428
H 0.638 0.262 -1.080
H -1.779 -1.126 -1.570
H 1.951 0.895 -0.344
H 1.338 -0.589 0.092
H 3.423 -2.077 1.007
H 2.634 -2.967 0.084
O 2.595 -2.102 0.509


19
Properties=species:S:1:pos:R:3 method="wB97M-V/def2-TZVPD" total_energy_ha=-306.61635 charge=+1 lumo_energy_ev=-3.268 e_homo_ha=-0.486 relative_energy_kcal_mol=12.1
N -0.517 1.290 1.015
C -0.512 -0.204 0.749
C -1.459 -0.459 -0.427
C 0.926 -0.621 0.547
N 0.963 -1.926 -0.087
H 0.030 1.558 1.834
H -0.167 1.775 0.187
H -1.482 1.569 1.177
H -0.908 -0.704 1.636
H -1.079 -0.132 -1.379
H -1.578 -1.538 -0.472
H -2.404 0.017 -0.163
H 1.443 -0.634 1.515
H 1.432 0.115 -0.077
H 0.394 -2.610 0.397
H 1.906 -2.280 -0.156
H 0.855 2.336 -2.340
H 1.352 0.888 -2.190
O 0.806 1.558 -1.766


19
Properties=species:S:1:pos:R:3 method="wB97M-V/def2-TZVPD" total_energy_ha=-306.55614 charge=+1 lumo_energy_ev=-3.331 e_homo_ha=-0.486 relative_energy_kcal_mol=49.9
N 0.059 0.877 1.085
C -0.064 -0.635 0.650
C 1.271 -1.215 0.297
C -1.073 -0.693 -0.579
N -1.710 -1.959 -1.031
H -0.782 1.489 1.042
H 0.803 1.205 0.330
H 0.540 0.883 1.988
H -0.458 -1.036 1.603
H 1.677 -0.676 -0.552
H 0.796 -2.316 -0.021
H 2.024 -1.250 1.008
H -1.931 -0.020 -0.419
H -0.635 -0.176 -1.366
H -2.728 -1.942 -0.751
H -1.851 -2.147 -2.002
H 1.091 3.703 0.161
H 1.839 3.079 -1.091
O 1.132 2.830 -0.352


19
Properties=species:S:1:pos:R:3 method="wB97M-V/def2-TZVPD" total_energy_ha=-306.62130 charge=+1 lumo_energy_ev=-3.148 e_homo_ha=-0.485 relative_energy_kcal_mol=9.0
N -0.810 1.063 -0.279
C 0.550 0.434 -0.511
C 0.371 -0.644 -1.541
C 1.085 -0.022 0.864
N 2.525 -0.014 0.849
H -0.783 1.853 0.361
H -1.468 0.372 0.141
H -1.220 1.404 -1.145
H 1.163 1.266 -0.851
H -0.574 -1.180 -1.449
H 1.233 -1.303 -1.524
H 0.384 -0.223 -2.549
H 0.741 0.688 1.620
H 0.644 -1.011 1.062
H 2.929 0.241 1.736
H 2.964 -0.872 0.559
H -3.032 -0.748 1.640
H -3.718 -0.876 0.286
O -2.983 -0.428 0.730


19
Properties=species:S:1:pos:R:3 method="wB97M-V/def2-TZVPD" total_energy_ha=-306.60857 charge=+1 lumo_energy_ev=-2.792 e_homo_ha=-0.529 relative_energy_kcal_mol=17.0
C -1.360 -0.498 0.071
N -1.184 -1.428 1.199
C -0.685 0.863 0.393
N 0.579 0.427 1.049
C 1.575 -0.393 0.229
H -2.410 -0.376 -0.198
H -0.895 -0.933 -0.816
H -1.982 -1.345 1.821
H -1.226 -2.386 0.875
H -1.260 1.457 1.101
H -0.436 1.342 -0.554
H 1.093 1.193 1.473
H 0.237 -0.213 1.798
H 1.256 -0.475 -0.797
H 1.710 -1.379 0.673
H 2.484 0.181 0.367
H 1.318 0.760 -3.097
H 0.422 1.939 -3.090
O 0.763 1.263 -2.497


21
Properties=species:S:1:pos:R:3 method="wB97M-V/def2-TZVPD" total_energy_ha=-457.13348 charge=+1 lumo_energy_ev=-2.947 e_homo_ha=-0.524 relative_energy_kcal_mol=10.1
N -0.586 0.575 0.230
C -0.137 -0.650 -0.534
C -1.232 -1.046 -1.507
C 1.123 -0.170 -1.252
N 2.118 -1.085 -1.370
O 1.192 0.943 -1.723
H -1.464 0.366 0.696
H -0.870 1.203 -0.530
H 0.065 1.042 0.879
H -0.005 -1.497 0.121
H -1.016 -2.041 -1.889
H -1.343 -0.291 -2.291
H -2.253 -1.147 -1.125
H 2.992 -0.738 -1.725
H 1.912 -2.053 -1.196
H 2.092 0.955 2.528
H 2.519 0.994 1.001
O 1.793 0.865 1.618
H -1.821 1.489 3.216
H -2.951 0.915 2.552
O -2.129 1.372 2.301


21
Properties=species:S:1:pos:R:3 method="wB97M-V/def2-TZVPD" total_energy_ha=-1102.76050 charge=+1 lumo_energy_ev=-8.834 e_homo_ha=-0.488 relative_energy_kcal_mol=160.1
S 0.929 0.612 -1.638
S 1.208 -0.346 0.242
C -2.470 -0.172 -1.396
C -2.290 0.334 -0.147
C -1.797 1.684 0.213
N -1.020 1.399 1.435
N 4.516 -0.383 -0.070
H 1.323 -0.486 -2.372
H -2.967 -1.047 -1.274
H -2.182 0.031 -2.476
H -2.671 -0.190 0.698
H -2.685 2.392 0.525
H -1.256 2.216 -0.647
H -0.522 0.500 1.372
H -0.450 2.169 1.757
H 4.688 0.615 -0.346
H 3.507 -0.671 0.176
H 5.125 -0.651 0.689
H -0.382 -3.290 1.614
H 0.034 -2.029 0.700
O -0.638 -2.687 0.947


19
Properties=species:S:1:pos:R:3 method="wB97M-V/def2-TZVPD" total_energy_ha=-286.24625 charge=0 lumo_energy_ev=1.131 e_homo_ha=-0.279 relative_energy_kcal_mol=66.1
C 2.075 -0.387 -0.399
N 1.567 0.162 0.860
N 2.777 -1.650 -0.339
H 2.167 -2.389 -0.001
H 3.583 -1.599 0.275
H 0.936 -0.510 1.292
H 2.328 0.344 1.507
H 2.751 0.355 -0.833
H 1.218 -0.512 -1.065
C -1.641 0.461 -0.304
C -3.046 0.815 -0.668
N -0.905 1.465 0.076
H 0.063 1.294 0.356
H -1.268 2.415 0.215
H -1.278 -1.083 0.453
H -1.097 -1.816 0.891
H -3.176 0.664 -1.740
H -3.331 1.845 -0.417
H -3.723 0.128 -0.160